Here is a molecular structure, C25H33MnN3O3 in a non-equilibrium geometry from OMol25. Energies are from ωB97M-V with the def2-TZVPD basis set.

```
65
Properties=species:S:1:pos:R:3:forces:R:3:lowdin_spin:R:1
Mn -0.1556 -0.0188 -0.0530 -0.327 -1.189 -0.192 4.010
C 0.5771 -1.6629 3.7133 -0.131 0.101 0.045 0.001
C -0.0130 -0.2873 3.8949 0.138 0.011 -0.278 0.002
C -0.7097 -0.0096 5.0641 -0.047 0.051 -0.030 0.000
C -1.1941 1.2594 5.3212 0.028 -0.049 0.036 0.002
C -0.9271 2.2843 4.4304 -0.057 -0.002 0.107 0.000
C -0.2195 2.0586 3.2582 0.045 -0.138 -0.279 0.002
C 0.1393 3.2306 2.3817 0.051 -0.053 0.039 0.000
C 0.1861 0.7436 2.9653 -0.307 -0.023 0.835 0.002
N 0.8291 0.4759 1.7174 1.298 0.832 0.398 0.023
C 2.0514 0.8599 1.5480 -1.256 -0.415 1.663 0.021
C 2.9067 1.3651 2.6598 0.248 0.103 -0.120 0.003
C 2.5778 0.7616 0.1924 0.121 -0.548 -2.027 0.025
C 3.9921 1.1189 -0.1092 0.125 0.165 0.221 0.004
N 1.7500 0.3553 -0.7129 1.256 0.930 0.367 0.022
C 2.0973 0.4796 -2.0919 0.401 -0.173 -0.817 0.002
C 2.1081 1.7536 -2.6842 -0.098 -0.053 0.211 0.002
C 1.8501 3.0092 -1.8941 0.063 -0.099 0.026 0.000
C 2.4120 1.8485 -4.0355 -0.004 -0.035 -0.069 0.000
C 2.7190 0.7267 -4.7860 -0.012 -0.014 -0.004 0.003
C 2.7478 -0.5157 -4.1784 -0.013 0.058 -0.050 0.000
C 2.4440 -0.6583 -2.8311 -0.113 -0.006 0.299 0.002
C 2.5388 -2.0163 -2.1850 -0.029 0.092 -0.132 0.001
H 1.0255 -1.9924 4.6503 0.046 -0.007 -0.024 0.000
H 1.3400 -1.6746 2.9383 0.035 -0.097 0.023 0.000
H -0.1960 -2.3898 3.4585 0.028 -0.019 -0.028 0.000
H -0.8585 -0.8072 5.7817 -0.006 0.009 0.008 0.000
H -1.7472 1.4570 6.2297 0.005 0.009 -0.006 0.000
H -1.2581 3.2890 4.6634 0.011 0.016 -0.068 0.000
H -0.6084 4.0159 2.4789 0.017 0.016 -0.034 0.000
H 0.2207 2.9612 1.3335 -0.079 0.025 -0.112 0.000
H 1.0989 3.6566 2.6909 -0.040 0.019 0.030 0.000
H 2.3717 1.3660 3.6048 0.010 -0.012 -0.036 0.000
H 3.2565 2.3782 2.4504 0.035 -0.019 -0.011 0.001
H 3.7905 0.7298 2.7510 0.037 0.035 -0.007 0.001
H 4.6643 0.5121 0.5007 0.004 0.016 0.034 0.001
H 4.1847 2.1643 0.1426 0.037 -0.030 0.035 0.001
H 4.2227 0.9637 -1.1592 -0.005 -0.006 0.038 0.000
H 1.0290 2.8887 -1.1932 -0.112 0.023 0.054 0.000
H 1.6086 3.8316 -2.5638 0.000 0.011 0.010 0.000
H 2.7439 3.2974 -1.3319 -0.053 0.049 -0.019 0.000
H 2.4188 2.8259 -4.5013 -0.023 0.005 0.013 0.000
H 2.9506 0.8231 -5.8384 0.012 0.005 0.011 0.000
H 3.0230 -1.3910 -4.7541 0.003 -0.018 0.032 0.000
H 3.3384 -2.5926 -2.6481 0.000 -0.024 0.025 0.000
H 1.6112 -2.5785 -2.3180 0.003 0.001 0.037 0.000
H 2.7411 -1.9370 -1.1184 0.048 -0.082 -0.016 0.000
N -1.9366 -2.5826 -2.7253 -0.064 0.008 -0.124 0.005
C -1.3493 -1.9732 -1.7008 0.060 -0.095 0.119 0.005
O -0.9244 -0.8085 -1.8000 -0.087 -0.008 -0.667 0.032
C -1.1686 -2.6741 -0.3882 0.166 0.182 0.123 -0.024
C 0.0626 -2.0598 0.3033 -0.491 -0.394 -0.090 -0.212
H -2.0583 -2.0872 -3.5945 -0.006 0.055 0.033 0.000
H -2.3108 -3.5116 -2.6497 0.041 -0.026 0.074 0.000
H -1.0833 -3.7562 -0.5116 -0.024 -0.018 -0.018 -0.008
H -2.0618 -2.4782 0.2119 -0.055 0.013 -0.083 0.000
H 0.9654 -2.4868 -0.1315 0.076 0.350 -0.010 -0.006
H 0.0441 -2.3316 1.3530 0.006 0.273 0.054 -0.008
C -3.3151 2.1889 -0.0235 0.157 0.067 0.004 0.003
C -2.0637 1.3719 0.0451 -0.364 0.210 0.237 0.017
O -0.9637 1.8274 -0.4061 0.112 -0.059 -0.130 0.018
O -2.0576 0.2194 0.5700 -0.878 0.058 0.214 0.044
H -3.1283 3.1077 -0.5722 -0.031 0.001 0.004 0.000
H -3.6292 2.4250 0.9939 -0.028 -0.028 -0.003 0.001
H -4.1135 1.6217 -0.4980 0.018 -0.060 0.025 0.001
```
Forces are in eV/Å.

Calculated values
HOMO energy (alpha / beta): -10.8 / -11.6 eV
Charge: +1
Multiplicity: 5
DFT total energy: -68391.0516 eV
Relative energy (zero: lowest compared OMol25 entry of this formula, charge and spin): 0.6693 eV
Frontier orbital gap (alpha / beta): 6.99 / 7.58 eV

Here is a single C25H33N3O molecule from OMol25. Energies are from ωB97M-V with the def2-TZVPD basis set.

```
62
Properties=species:S:1:pos:R:3:forces:R:3:lowdin_charge:R:1
C 4.9600 0.0385 -0.4685 -0.102 0.016 -0.001 -0.107
N 3.5788 0.3823 -0.2122 0.053 0.138 0.006 -0.233
C 3.2052 1.6169 -0.8760 -0.275 0.036 -0.158 -0.181
C 1.7229 1.9053 -0.6489 0.318 0.067 -0.233 -0.167
N 1.4989 2.0234 0.7724 -0.176 -0.033 -0.122 -0.143
C 0.2865 2.6674 1.2212 0.283 0.301 0.261 -0.091
C -0.8954 1.7742 1.6469 0.274 0.423 0.149 -0.400
O -1.2387 1.8379 2.8147 0.016 0.074 0.000 0.053
N -1.4594 0.8772 0.7792 -0.087 -0.415 -0.017 0.092
C -1.4490 1.0434 -0.6142 0.030 0.252 -0.536 -0.151
C -1.5650 2.3161 -1.1695 -0.071 -0.065 0.057 -0.025
C -1.4579 2.5067 -2.5330 0.068 0.019 -0.059 -0.077
C -1.2615 1.4185 -3.3639 0.015 0.095 -0.091 -0.074
C -1.2733 0.1422 -2.8297 0.013 0.025 0.101 -0.030
C -1.3970 -0.0711 -1.4640 0.009 0.090 0.049 -0.122
C -1.6274 -1.4412 -0.8623 -0.221 -0.177 -0.058 -0.372
C -2.2410 -2.4086 -1.8933 -0.009 0.186 0.039 -0.021
C -0.3571 -2.1168 -0.3765 0.163 0.068 0.002 -0.175
C 0.8763 -1.7622 -0.9068 -0.080 -0.047 -0.030 -0.032
C 2.0326 -2.4260 -0.5350 0.087 -0.140 -0.001 -0.078
C 1.9728 -3.4682 0.3714 0.129 -0.004 -0.032 -0.084
C 0.7457 -3.8546 0.8833 -0.105 -0.076 0.069 -0.074
C -0.4076 -3.1921 0.5052 0.030 -0.065 -0.039 -0.053
C -2.6933 -1.1912 0.2214 0.200 0.102 -0.053 -0.070
C -2.3154 -0.1985 1.3327 -0.426 -0.188 0.459 -0.447
C -1.5839 -0.9219 2.4681 0.069 0.179 0.036 -0.014
C -3.6117 0.4253 1.8701 0.167 -0.013 0.036 -0.015
C 1.8348 0.7879 1.4442 0.315 -0.093 0.159 -0.155
C 3.3115 0.4863 1.2108 -0.248 -0.130 0.115 -0.180
H 5.1901 -0.9055 0.0242 0.081 -0.061 0.005 0.080
H 5.1058 -0.0806 -1.5418 0.079 -0.020 -0.042 0.083
H 5.6649 0.8027 -0.1032 0.017 0.007 0.013 0.087
H 3.3965 1.5077 -1.9467 0.023 0.029 0.002 0.121
H 3.7965 2.4706 -0.4982 -0.003 -0.011 -0.035 0.126
H 1.4592 2.8480 -1.1342 -0.018 -0.043 -0.006 0.126
H 1.1309 1.0995 -1.1065 0.023 0.090 -0.048 0.100
H 0.5300 3.2052 2.1487 -0.264 -0.106 -0.160 0.131
H 0.0010 3.4103 0.4794 0.005 -0.005 0.068 0.107
H -1.7691 3.1574 -0.5253 -0.003 0.051 0.051 0.117
H -1.5392 3.5018 -2.9443 0.004 0.090 -0.031 0.106
H -1.1471 1.5568 -4.4283 -0.012 0.011 -0.100 0.102
H -1.1877 -0.7018 -3.4955 -0.034 -0.125 -0.050 0.112
H -2.5854 -3.3077 -1.3872 0.001 -0.093 0.057 0.090
H -1.5027 -2.7092 -2.6326 0.036 -0.036 -0.089 0.089
H -3.0872 -1.9495 -2.4003 -0.113 0.027 -0.062 0.094
H 0.9414 -0.9626 -1.6287 0.020 0.093 -0.004 0.104
H 2.9760 -2.1142 -0.9532 0.092 0.042 -0.018 0.094
H 2.8726 -3.9864 0.6689 0.079 -0.042 0.022 0.100
H 0.6833 -4.6801 1.5777 -0.003 -0.060 0.059 0.103
H -1.3532 -3.5242 0.9060 -0.120 0.008 0.073 0.112
H -2.9892 -2.1283 0.6913 -0.061 -0.015 0.054 0.121
H -3.5724 -0.8059 -0.3037 -0.006 -0.064 -0.010 0.134
H -1.4306 -0.2519 3.3077 -0.021 -0.076 0.029 0.077
H -0.6171 -1.2884 2.1344 0.034 -0.047 0.035 0.072
H -2.1827 -1.7628 2.8084 -0.075 -0.148 -0.023 0.092
H -3.3904 1.0838 2.7043 -0.046 -0.007 0.033 0.077
H -4.2856 -0.3578 2.2081 -0.127 -0.121 0.002 0.089
H -4.1062 1.0017 1.0896 -0.077 0.012 -0.111 0.090
H 1.6457 0.9053 2.5131 0.002 -0.045 0.028 0.135
H 1.2399 -0.0604 1.0676 0.015 0.076 0.114 0.108
H 3.5670 -0.4662 1.6815 0.025 0.007 0.027 0.120
H 3.9184 1.2848 1.6740 0.006 -0.044 0.008 0.126
```
Forces are in eV/Å.

Calculated values
HOMO energy: -8.2 eV
Charge: 0
Multiplicity: 1
DFT total energy: -32979.1181 eV
Relative energy (zero: lowest compared OMol25 entry of this formula, charge and spin): 0.0000 eV
Frontier orbital gap: 8.93 eV

Here is a single C25H33N3O3 molecule from OMol25. Energies are from ωB97M-V with the def2-TZVPD basis set.

```
64
Properties=species:S:1:pos:R:3:forces:R:3:lowdin_charge:R:1
C -7.5220 -3.3610 -0.0031 0.311 -0.018 -0.069 -0.075
C -6.1304 -2.7404 -0.0954 -0.163 -0.013 0.003 -0.376
C -5.7083 -2.1071 1.2436 -0.010 0.098 -0.067 -0.132
C -5.9345 -0.5994 1.2347 -0.218 -0.295 0.483 -0.127
N -5.0879 0.0049 0.2248 0.203 0.385 0.044 -0.051
C -4.3704 1.0940 0.5085 0.118 -0.004 -0.377 -0.074
C -3.4436 1.8969 -0.1693 -0.315 -0.338 -0.068 -0.104
N -2.9113 1.9164 -1.4116 -0.339 -0.187 -0.054 0.072
C -1.7644 2.7666 -1.6937 0.241 0.051 -0.064 -0.129
C -0.4755 2.0509 -1.3765 0.000 0.088 -0.048 -0.204
C 0.0521 2.1065 -0.0919 -0.009 0.028 -0.033 -0.007
C 1.1981 1.4011 0.2238 0.093 -0.113 -0.128 -0.017
C 1.8320 0.6256 -0.7411 -0.320 -0.082 -0.012 -0.160
C 3.0155 -0.2241 -0.3913 -0.039 0.039 -0.047 -0.428
O 2.9274 -1.4404 -0.4080 -0.127 -0.243 -0.109 0.070
N 4.1523 0.4274 -0.0552 0.104 -0.039 0.037 -0.053
C 4.2845 1.8632 -0.1200 -0.025 0.266 0.035 -0.033
C 5.3016 -0.3589 0.3730 0.159 -0.085 0.045 -0.295
C 6.4064 -0.3960 -0.6863 -0.172 -0.290 0.060 -0.142
C 7.5237 -1.3300 -0.2301 0.157 0.295 -0.028 -0.198
C 8.0864 -0.8746 1.1132 -0.092 -0.311 0.041 -0.209
C 6.9807 -0.8129 2.1628 0.158 0.295 -0.031 -0.198
C 5.8648 0.1248 1.7091 -0.133 -0.310 -0.012 -0.149
C 1.2943 0.5525 -2.0199 0.130 -0.062 0.096 -0.012
C 0.1522 1.2655 -2.3350 -0.007 0.095 0.058 -0.033
C -3.3004 2.8057 0.9725 0.444 0.519 -0.004 -0.294
O -2.6482 3.8049 1.1937 -0.175 -0.215 -0.025 0.071
C -4.2787 1.9312 1.7205 -0.324 -0.218 0.767 -0.274
O -4.7638 1.8723 2.8283 0.163 0.131 -0.362 0.088
C -4.9426 -0.7104 -1.0281 0.093 -0.062 -0.445 -0.142
C -6.0997 -1.6850 -1.2106 0.268 -0.067 0.058 -0.153
H -7.5301 -4.1742 0.7186 -0.056 -0.086 0.079 0.078
H -7.8271 -3.7580 -0.9688 -0.113 -0.051 -0.095 0.078
H -8.2522 -2.6175 0.3089 -0.126 0.104 0.042 0.081
H -5.4181 -3.5332 -0.3456 -0.007 0.059 -0.015 0.136
H -4.6495 -2.2941 1.4321 0.016 0.013 0.079 0.122
H -6.2721 -2.5523 2.0629 0.022 -0.038 0.068 0.116
H -6.9865 -0.3764 1.0204 0.020 0.002 0.081 0.132
H -5.6883 -0.1599 2.2013 -0.080 0.018 -0.108 0.120
H -2.9540 1.0632 -1.9535 -0.050 0.116 0.137 0.129
H -1.8618 3.6630 -1.0805 -0.002 -0.022 -0.122 0.121
H -1.8032 3.0416 -2.7517 0.038 0.043 0.126 0.123
H -0.4370 2.7108 0.6574 -0.086 0.098 0.101 0.108
H 1.5976 1.4431 1.2262 0.067 0.027 0.118 0.123
H 3.5626 2.2758 -0.8225 0.119 0.030 0.059 0.095
H 5.2853 2.1209 -0.4641 0.004 0.036 -0.007 0.088
H 4.1220 2.3257 0.8578 0.041 0.077 -0.048 0.095
H 4.9157 -1.3771 0.4981 0.113 0.175 0.001 0.147
H 5.9876 -0.7426 -1.6329 -0.033 0.059 -0.033 0.122
H 6.8175 0.6046 -0.8408 0.002 0.078 -0.045 0.111
H 7.1283 -2.3431 -0.1333 0.008 -0.089 -0.033 0.117
H 8.3174 -1.3497 -0.9797 -0.017 -0.090 -0.020 0.109
H 8.8692 -1.5620 1.4393 0.074 0.056 0.007 0.107
H 8.5365 0.1149 1.0018 0.070 0.049 0.006 0.113
H 7.3889 -0.4660 3.1143 -0.033 -0.073 0.044 0.109
H 6.5717 -1.8134 2.3178 -0.017 -0.061 0.065 0.116
H 5.0688 0.1496 2.4562 -0.044 0.081 0.004 0.122
H 6.2671 1.1346 1.6037 -0.005 0.112 0.025 0.114
H 1.7764 -0.0656 -2.7627 0.038 -0.082 -0.062 0.121
H -0.2539 1.2125 -3.3360 -0.034 0.015 -0.118 0.111
H -4.9348 0.0132 -1.8502 0.035 -0.090 0.041 0.123
H -3.9916 -1.2625 -1.0405 -0.036 0.026 -0.056 0.136
H -6.0067 -2.1721 -2.1821 -0.047 0.047 -0.027 0.122
H -7.0358 -1.1241 -1.2135 -0.060 0.026 -0.043 0.121
```
Forces are in eV/Å.

Calculated values
HOMO energy: -7.7 eV
Charge: 0
Multiplicity: 1
DFT total energy: -37073.6466 eV
Relative energy (zero: lowest compared OMol25 entry of this formula, charge and spin): 2.9061 eV
Frontier orbital gap: 8.15 eV

Question: Which of these has the highest relative energy (zero: lowest compared OMol25 entry of this formula, charge and spin)?
Answer: C25H33N3O3

Question: Which of these has the highest relative energy (zero: lowest compared OMol25 entry of this formula, charge and spin)?
Answer: C25H33N3O3

Question: Which of these has the highest DFT total energy?
Answer: C25H33N3O

Question: Which value of multiplicity does entry 2 give?
Answer: 1